Entry 1:
C7H12N as an isolated structure at a distorted geometry, computed with ωB97M-V/def2-TZVPD.

Properties
charge = +1
LUMO level (alpha / beta) = -6.13 / -6.23 eV
relative energy (zero: lowest compared OMol25 entry of this formula, charge and spin) = 722.1 kJ/mol
molecular weight = 110.2 Da
total energy = -328.15374 hartree
E_HOMO (alpha / beta) = -13.11 / -12.97 eV

Geometry (Å):
C  2.325  -2.064  -0.839
C  1.518  -2.010  0.268
C  2.405  0.295  -0.312
C  1.898  -0.706  -1.328
C  1.303  -0.557  0.064
C  -1.893  -0.371  1.116
C  -1.392  1.576  -0.431
N  -1.323  0.180  -0.035
H  3.238  -2.551  -0.839
H  1.286  -2.653  1.117
H  3.234  -0.013  0.297
H  2.315  1.374  -0.480
H  1.735  -0.297  -2.295
H  -1.793  0.381  1.833
H  -2.958  -0.595  0.955
H  -1.204  -1.205  1.353
H  -0.880  2.273  0.304
H  -0.943  1.749  -1.356
H  -2.433  2.127  -0.622
H  -1.251  -0.431  -0.793

Atom charges from the natural (NBO) analysis, given in e for atoms 1 to 8: -0.036, -0.199, -0.416, -0.308, 0.321, -0.406, -0.444, -0.496

---

Entry 2:
An isolated ion of composition C7H12N and charge +1 at a distorted geometry, computed with ωB97M-V/def2-TZVPD.

Properties
charge = +1
LUMO level = -4.60 eV
relative energy (zero: lowest compared OMol25 entry of this formula, charge and spin) = 142.8 kJ/mol
molecular weight = 110.2 Da
total energy = -328.37437 hartree
structure (SMILES) = CC1=[N+](C)[C@@H](C)C=C1
E_HOMO = -14.59 eV

Geometry (Å):
C  -1.490  1.807  0.255
C  -0.666  0.916  -0.501
N  0.358  0.348  0.061
C  0.735  0.838  1.368
C  0.883  -0.741  -0.787
C  0.954  -2.101  -0.078
C  -0.093  -0.776  -1.925
C  -0.903  0.291  -1.749
H  -0.981  2.300  1.038
H  -2.407  1.269  0.627
H  -1.939  2.641  -0.387
H  1.613  0.389  1.866
H  -0.256  0.866  2.019
H  0.904  1.863  1.265
H  1.981  -0.729  -1.030
H  0.052  -2.502  0.162
H  1.461  -2.200  0.825
H  1.475  -2.734  -0.781
H  -0.018  -1.662  -2.578
H  -1.685  0.516  -2.300

Atom charges from the natural (NBO) analysis, given in e for atoms 1 to 8: -0.712, 0.386, -0.255, -0.429, -0.119, -0.596, -0.040, -0.254

---

Entry 3:
An isolated molecule of C7H12N2 at a distorted geometry, computed with ωB97M-V/def2-TZVPD.

Properties
charge = 0
LUMO level = 1.03 eV
relative energy (zero: lowest compared OMol25 entry of this formula, charge and spin) = 259.7 kJ/mol
molecular weight = 124.2 Da
total energy = -383.32431 hartree
structure (SMILES) = C[C@H]1C[C@]1(C)C1(C)N=N1
E_HOMO = -8.27 eV

Geometry (Å):
C  -2.371  -0.490  -0.102
C  -1.029  0.016  -0.571
C  -0.522  1.375  -0.213
C  0.148  0.152  0.388
C  -0.058  -0.119  1.866
C  1.478  -0.264  -0.123
C  1.773  -0.452  -1.581
N  2.647  -0.478  0.928
N  2.704  0.649  0.565
H  -3.124  -0.317  -0.877
H  -2.330  -1.565  0.100
H  -2.702  0.018  0.804
H  -0.782  -0.329  -1.567
H  0.024  1.941  -0.953
H  -1.114  1.981  0.458
H  0.103  -1.176  2.087
H  0.656  0.457  2.460
H  -1.051  0.178  2.195
H  2.846  -0.532  -1.752
H  1.373  0.352  -2.204
H  1.332  -1.398  -1.907

Atom charges from the natural (NBO) analysis, given in e for atoms 1 to 8: -0.606, -0.207, -0.414, -0.112, -0.601, 0.116, -0.654, -0.060

---

Entry 4:
An isolated molecule of C7H12N2 at a distorted geometry, computed with ωB97M-V/def2-TZVPD.

Properties
charge = 0
LUMO level = 0.62 eV
relative energy (zero: lowest compared OMol25 entry of this formula, charge and spin) = 731.1 kJ/mol
molecular weight = 124.2 Da
total energy = -383.14476 hartree
structure (SMILES) = [H]/N=C\N1CC(C(=C)C)C1
E_HOMO = -8.07 eV

Geometry (Å):
H  -0.088  -0.263  3.599
N  0.863  -0.169  3.861
C  1.481  0.210  2.642
N  0.957  0.058  1.394
C  -0.479  0.306  1.049
C  -0.048  0.773  -0.419
C  -0.734  -0.118  -1.545
C  -1.502  -1.118  -1.017
C  -0.644  0.240  -2.961
C  1.556  0.051  0.002
H  2.532  0.322  2.504
H  -0.843  0.903  2.177
H  -1.018  -0.714  1.134
H  0.205  1.868  -0.632
H  -2.180  -1.728  -1.684
H  -2.191  -1.131  0.001
H  -1.168  -0.764  -3.263
H  -1.280  1.182  -3.041
H  0.499  0.628  -3.416
H  2.637  0.668  -0.163
H  1.443  -1.204  -0.222

Atom charges from the natural (NBO) analysis, given in e for atoms 1 to 8: 0.305, -0.727, 0.272, -0.459, -0.255, -0.238, 0.009, -0.463

---

Entry 5:
A 2-piece molecular cluster, C7H12N2 overall at a distorted geometry, computed with ωB97M-V/def2-TZVPD.

Properties
charge = 0
LUMO level (alpha / beta) = 0.31 / 0.31 eV
relative energy (zero: lowest compared OMol25 entry of this formula, charge and spin) = 262.2 kJ/mol
molecular weight = 124.2 Da
total energy = -383.32335 hartree
E_HOMO (alpha / beta) = -6.42 / -6.42 eV

Geometry (Å):
C  -0.256  -0.005  0.824
C  -0.368  2.360  1.292
C  1.143  -0.165  1.332
C  -1.121  -1.218  0.695
N  -0.842  1.186  0.894
H  -1.794  1.202  0.536
H  -0.948  3.237  1.100
H  0.637  2.455  1.647
H  1.546  -1.120  1.012
H  1.183  -0.127  2.425
H  1.787  0.630  0.956
H  -0.630  -1.980  0.090
H  -1.334  -1.661  1.668
H  -2.067  -0.969  0.223
C  0.673  -0.145  -1.948
C  1.036  -1.396  -2.231
C  -0.658  0.294  -2.034
N  -1.747  0.660  -2.139
H  1.387  0.611  -1.654
H  2.063  -1.711  -2.156
H  0.312  -2.138  -2.533

Atom charges from the natural (NBO) analysis, given in e for atoms 1 to 8: 0.067, -0.419, -0.656, -0.637, -0.381, 0.420, 0.193, 0.186

---

Entry 6:
C7H12N2O as an isolated structure at a distorted geometry, computed with ωB97M-V/def2-TZVPD.

Properties
charge = 0
LUMO level = -1.77 eV
relative energy (zero: lowest compared OMol25 entry of this formula, charge and spin) = 2978.2 kJ/mol
molecular weight = 140.2 Da
total energy = -457.55453 hartree
E_HOMO = -7.37 eV

Geometry (Å):
C  1.880  1.069  -3.181
C  -0.055  0.287  -0.360
C  -2.023  0.160  0.335
C  -0.912  -1.325  0.642
C  -0.742  0.540  1.382
C  0.517  -0.241  1.074
C  0.232  -0.810  2.532
H  1.830  0.130  -3.974
H  3.069  1.667  -3.090
H  1.249  1.864  -3.719
H  -2.576  -0.837  -0.229
H  -2.695  1.160  0.163
H  0.562  -1.537  1.031
H  -0.964  -1.590  -0.437
H  -1.251  0.774  2.261
H  -0.541  1.792  1.006
H  1.677  -0.860  0.878
H  1.110  -1.585  2.408
H  -0.226  -0.710  3.584
N  0.223  0.461  -1.718
N  -1.895  -1.327  1.297
O  1.531  0.918  -1.884

Atom charges from the natural (NBO) analysis, given in e for atoms 1 to 8: -0.247, 0.267, -0.362, 0.000, -0.436, -0.606, -0.284, 0.181

---

Entry 7:
An isolated molecule of C7H12N2O at a distorted geometry, computed with ωB97M-V/def2-TZVPD.

Properties
charge = 0
LUMO level = 0.44 eV
relative energy (zero: lowest compared OMol25 entry of this formula, charge and spin) = 453.4 kJ/mol
molecular weight = 140.2 Da
total energy = -458.51617 hartree
structure (SMILES) = [H]/N=C(/C)[C@@H](/N=C/C=C)OC
E_HOMO = -7.98 eV

Geometry (Å):
H  -3.328  0.828  1.350
N  -2.502  0.952  1.882
C  -1.327  0.746  1.573
C  -0.084  0.929  2.390
C  -1.095  0.231  -0.144
N  -0.022  -0.642  -0.067
C  1.212  -0.330  -0.189
C  2.346  -1.222  -0.405
C  3.479  -0.534  -0.545
O  -2.363  -0.360  -0.473
C  -2.615  -0.940  -1.731
H  -0.475  0.693  3.356
H  0.767  0.298  2.111
H  0.046  2.101  2.309
H  -1.082  1.325  -0.529
H  1.399  0.718  -0.307
H  2.137  -2.304  -0.622
H  4.372  -0.948  -0.895
H  3.572  0.439  -0.223
H  -2.497  -0.220  -2.450
H  -3.522  -1.351  -1.668
H  -1.740  -1.584  -1.900

Atom charges from the natural (NBO) analysis, given in e for atoms 1 to 8: 0.387, -0.665, 0.378, -0.707, 0.153, -0.439, 0.067, -0.238

---

Entry 8:
A 2-piece molecular cluster, C7H12N2O2S overall at a distorted geometry, computed with ωB97M-V/def2-TZVPD.

Properties
charge = 0
LUMO level = 0.33 eV
relative energy (zero: lowest compared OMol25 entry of this formula, charge and spin) = 648.4 kJ/mol
molecular weight = 188.3 Da
total energy = -931.90792 hartree
E_HOMO = -9.19 eV

Geometry (Å):
C  -3.355  1.885  0.855
C  -1.573  0.830  0.671
C  -4.684  2.495  0.597
C  3.321  -0.972  -0.184
C  -0.110  -0.457  -1.321
C  2.730  -0.603  1.151
C  0.106  -0.361  0.146
N  -2.767  0.863  0.177
N  -2.591  2.451  1.766
O  1.974  1.418  -0.437
O  -1.378  1.752  1.662
S  1.395  0.774  0.706
H  -5.450  1.643  0.470
H  -5.010  3.321  1.333
H  -4.612  3.071  -0.366
H  2.792  -2.002  -0.493
H  3.065  -0.245  -1.031
H  4.319  -1.169  -0.152
H  -0.224  0.472  -1.936
H  -0.989  -0.946  -1.497
H  0.665  -1.016  -1.669
H  3.579  -0.037  1.763
H  2.325  -1.220  1.866
H  0.058  -1.118  0.953

Atom charges from the natural (NBO) analysis, given in e for atoms 1 to 8: 0.302, 0.517, -0.661, -0.647, -0.668, -0.561, -0.312, -0.564

---

Entry 9:
An isolated molecule of C7H12N2O3S at a distorted geometry, computed with ωB97M-V/def2-TZVPD.

Properties
charge = 0
LUMO level = 0.66 eV
relative energy (zero: lowest compared OMol25 entry of this formula, charge and spin) = 330.0 kJ/mol
molecular weight = 204.3 Da
total energy = -1007.24144 hartree
structure (SMILES) = CC(C)c1noc(N)c1S(C)(=O)=O
E_HOMO = -8.87 eV

Geometry (Å):
C  1.242  -1.994  -1.221
C  -0.070  -1.118  -1.144
C  -0.864  -1.167  -2.429
C  0.292  0.240  -0.743
N  0.468  1.216  -1.625
O  0.874  2.291  -0.871
C  0.912  2.061  0.426
N  1.257  2.908  1.397
C  0.582  0.673  0.582
S  -0.028  0.114  2.164
C  -1.809  0.181  1.676
O  0.389  -1.217  2.384
O  0.224  1.146  3.130
H  1.433  -2.629  -0.353
H  1.993  -1.155  -1.264
H  1.206  -2.608  -2.079
H  -0.695  -1.595  -0.353
H  -0.847  -0.228  -3.015
H  -1.892  -1.573  -2.114
H  -0.584  -2.018  -3.114
H  1.173  2.386  2.259
H  1.225  3.909  1.243
H  -2.357  -0.562  2.453
H  -2.227  1.116  1.773
H  -1.897  -0.376  0.839

Atom charges from the natural (NBO) analysis, given in e for atoms 1 to 8: -0.584, -0.283, -0.619, 0.211, -0.167, -0.301, 0.566, -0.802

---

Entry 10:
An isolated molecule of C7H12N2O5 at a distorted geometry, computed with ωB97M-V/def2-TZVPD.

Properties
charge = 0
LUMO level = 0.45 eV
relative energy (zero: lowest compared OMol25 entry of this formula, charge and spin) = 60.4 kJ/mol
molecular weight = 204.2 Da
total energy = -759.68955 hartree
structure (SMILES) = C[C@H](N)C(=O)N[C@@H](CC(=O)O)C(=O)O
E_HOMO = -9.53 eV

Geometry (Å):
C  -0.990  3.115  -2.352
C  -0.763  1.921  -1.426
N  -1.820  1.797  -0.398
C  0.602  1.954  -0.760
O  1.292  2.982  -0.644
N  1.079  0.814  -0.219
C  0.376  -0.471  -0.081
C  1.297  -1.663  -0.280
C  0.443  -2.792  0.333
O  -0.782  -2.740  0.384
O  1.172  -3.866  0.620
C  -0.231  -0.434  1.395
O  0.425  -0.923  2.278
O  -1.459  -0.045  1.501
H  -0.694  4.031  -1.832
H  -0.522  3.082  -3.335
H  -2.089  3.197  -2.468
H  -0.798  1.048  -2.004
H  -2.746  1.681  -0.841
H  -1.754  2.600  0.257
H  1.855  0.987  0.400
H  -0.401  -0.604  -0.824
H  1.522  -1.827  -1.320
H  2.239  -1.643  0.270
H  0.690  -4.410  1.216
H  -1.706  0.552  0.715

Atom charges from the natural (NBO) analysis, given in e for atoms 1 to 8: -0.616, -0.143, -0.850, 0.657, -0.618, -0.600, -0.153, -0.519

---

Entry 11:
An isolated ion of composition C7H12N2P and charge +1 at a distorted geometry, computed with ωB97M-V/def2-TZVPD.

Properties
charge = +1
LUMO level = -5.20 eV
relative energy (zero: lowest compared OMol25 entry of this formula, charge and spin) = 206.1 kJ/mol
molecular weight = 155.2 Da
total energy = -724.44492 hartree
structure (SMILES) = CC(C)[C@H]1C=PC=NC=[NH+]1
E_HOMO = -13.90 eV

Geometry (Å):
C  -1.091  -1.743  0.118
C  -0.743  -0.350  -0.336
C  -1.445  0.721  0.519
C  0.875  0.013  -0.243
C  1.848  -1.109  -0.733
P  3.301  -1.284  0.019
C  3.323  0.344  0.906
N  3.007  1.470  0.438
C  2.346  1.883  -0.581
N  1.163  1.370  -0.896
H  -0.878  -1.982  1.151
H  -0.565  -2.429  -0.560
H  -2.142  -1.970  -0.101
H  -1.137  -0.190  -1.426
H  -1.380  0.811  1.600
H  -2.519  0.799  0.330
H  -1.146  1.702  0.066
H  0.879  0.301  0.815
H  1.522  -1.903  -1.330
H  3.638  0.322  1.882
H  2.733  2.684  -1.208
H  0.634  1.850  -1.614

Atom charges from the natural (NBO) analysis, given in e for atoms 1 to 8: -0.628, -0.191, -0.648, -0.108, -0.585, 0.762, -0.039, -0.393

---

Entry 12:
An isolated ion of composition C7H12N3S and charge +1 at a distorted geometry, computed with ωB97M-V/def2-TZVPD.

Properties
charge = +1
LUMO level = -2.94 eV
relative energy (zero: lowest compared OMol25 entry of this formula, charge and spin) = 0.0 kJ/mol
molecular weight = 170.3 Da
total energy = -836.14751 hartree
structure (SMILES) = C/C(N)=[NH+]/[C@H](C)c1nccs1
E_HOMO = -13.12 eV

Geometry (Å):
C  -2.871  0.497  1.028
C  -1.635  0.462  0.176
N  -1.021  1.518  -0.257
N  -1.138  -0.666  0.013
C  0.071  -1.008  -0.795
C  0.331  -2.490  -0.590
C  1.298  -0.124  -0.408
N  1.406  1.097  -0.795
C  2.509  1.681  -0.272
C  3.247  0.860  0.548
S  2.527  -0.688  0.650
H  -2.540  -0.155  1.896
H  -3.790  0.227  0.514
H  -2.919  1.490  1.361
H  -1.538  2.402  -0.217
H  -0.003  1.553  -0.574
H  -1.633  -1.384  0.560
H  -0.176  -0.672  -1.819
H  0.438  -2.682  0.508
H  1.270  -2.714  -1.129
H  -0.446  -3.077  -1.115
H  2.386  2.803  -0.326
H  4.228  1.069  1.044

Atom charges from the natural (NBO) analysis, given in e for atoms 1 to 8: -0.661, 0.556, -0.756, -0.518, -0.088, -0.637, 0.037, -0.492